Entry from OMol25: 2 unconnected molecules or ions with the total composition C3H6O3 (ωB97M-V/def2-TZVPD).

```
12
C3H6O3 (ωB97M-V/def2-TZVPD)
O -0.034 -0.906 1.650
C 0.123 -0.585 0.500
C 1.208 0.341 -0.013
O 2.314 -0.514 -0.250
H -0.456 -1.064 -0.327
H 0.924 0.777 -0.974
H 1.430 1.146 0.698
H 2.572 -0.870 0.611
C -2.032 0.417 -0.477
O -1.478 1.330 0.088
H -2.569 -0.381 0.072
H -2.003 0.310 -1.579
```

* ΔE to the lowest compared entry with this formula, charge and spin: 262.2 kJ/mol
* HOMO energy: -9.92 eV
* E: -9348.599 eV
* SMILES: O=CCO.C=O
* LUMO level: 0.4 eV
* HOMO-LUMO gap: 10.3 eV

Atomic partial charges in e from the Mulliken method, atoms 1 to 4:
1. O -0.50
2. C 0.04
3. C -0.28
4. O -0.50